*i*
The following is a DFT calculation (the ωB97M-V functional and the def2-TZVPD basis) of one molecule with the formula C5H11N3.

The geometry in ORCA input format:
```
! RIJCOSX wB97M-V def2-TZVPD def2/J DEFGRID3
* xyz 0 1
H -0.5633 0.8050 -1.4250
H -0.5549 -2.1958 -1.3832
C 1.1639 1.5275 1.6622
H -2.4539 -2.4259 -0.7373
H 2.2726 1.4051 2.2972
H 0.8754 2.7445 1.4401
C 0.2070 0.4538 2.1077
C -0.9183 -1.3020 -1.5833
H -1.0934 -1.7431 -2.6501
H -0.2063 0.8334 3.0621
N 0.5387 -0.1562 0.0668
H -1.9814 -1.0660 0.0468
C 0.0345 -0.2488 -1.2771
N -0.1551 -0.4965 1.2989
C 1.3272 1.0766 0.2997
H 0.6786 1.7239 -0.1642
H 0.9232 -0.4869 -1.8439
H 2.2523 0.8023 -0.3572
N -2.3469 -1.2509 -0.8601
*
```

Summary:
SMILES = NCCN1CCC=N1
HOMO-LUMO gap = 8.8 eV
LUMO level = 0.0286 Eh
HOMO = -7.98 eV



*ii*
The following is a DFT calculation (the ωB97M-V functional and the def2-TZVPD basis) of C5H11N3 as an isolated structure.

The geometry in ORCA input format:
```
! RIJCOSX wB97M-V def2-TZVPD def2/J DEFGRID3
* xyz 0 1
N -1.3813 0.2947 -2.2239
C 1.2319 0.0013 0.8001
H -0.0812 -2.4110 0.7727
H 1.0181 2.1291 0.5351
H -1.7931 -1.9003 0.9011
N -1.1151 0.7626 0.5981
H -0.6308 -1.5124 2.1536
H -2.3843 0.3230 -2.1543
C -0.4386 -0.4828 -1.6498
H 2.6276 1.6224 0.9512
C -0.7557 -1.6133 1.0761
H 1.9830 1.3483 -0.7070
H 1.0573 0.0073 1.8779
C -0.4424 -0.3180 0.3279
N 0.6483 -0.8682 -2.0255
C 1.7543 1.3453 0.3554
H -2.0696 0.8478 0.2573
H 1.8941 -0.8349 0.5962
H -1.1224 1.2590 -2.4423
*
```

Summary:
HOMO-LUMO gap (spin up / spin down) = 7.9 / 7.5 eV
LUMO level (spin up / spin down) = -0.0351 / -0.0391 Eh
HOMO (spin up / spin down) = -8.83 / -8.54 eV



*iii*
The following is a DFT calculation (the ωB97M-V functional and the def2-TZVPD basis) of C5H11N3 as an isolated structure.

The geometry in ORCA input format:
```
! RIJCOSX wB97M-V def2-TZVPD def2/J DEFGRID3
* xyz 0 1
N 1.4537 0.4790 0.5181
H -0.2547 -1.9012 1.7272
H 0.1447 -1.8858 -1.2301
H -2.5046 0.9332 0.1830
H -2.8915 -0.7039 -0.2506
C -0.7764 -0.3924 0.1319
N 0.3196 -1.8377 0.8860
H 0.5570 2.6039 -0.3079
C 2.5867 0.6347 -0.3628
C -2.2275 -0.1024 0.3830
C 0.2309 0.6594 0.1288
H -0.9613 2.0740 -0.7911
H 3.1752 1.4956 -0.0120
H 3.2349 -0.2342 -0.2251
N -0.1981 1.9537 -0.1451
H 2.3534 0.7823 -1.4254
H -1.3133 -2.4440 -0.3168
C -0.4366 -1.7843 -0.3147
H -2.4922 -0.3298 1.4236
*
```

Summary:
HOMO-LUMO gap = 7.4 eV
LUMO level = 0.0095 Eh
HOMO = -7.16 eV



Comparing the structures above, *iii* comes out on top by 29.3 kJ/mol.